This record from the Open Molecules 2025 dataset describes C2ClF3 in the gas phase. The level of theory is wB97M-V/def2-TZVPD.

Positions of all 6 atoms, in Å:
F (-0.76, 1.14, 1.40)
C (-0.15, 0.05, 0.67)
F (0.55, -0.53, 1.57)
C (0.12, -0.18, -0.57)
F (0.90, -1.08, -1.13)
Cl (-0.66, 0.60, -1.94)

Properties
E: -22746.5104 eV
Molecular weight: 116.47 g/mol
Gap between HOMO and LUMO: 0.40659 Ha
SMILES: FC(F)=C(F)Cl
LUMO: 0.022 Eh
Energy above the lowest of the compared OMol25 structures with the same formula, charge and spin: 95.0 kJ/mol
F_max: 5.77 eV/A